1.
C3H4O2Pr as an isolated structure in a non-equilibrium geometry. Source: OMol25; level of theory: ωB97M-V with the def2-TZVPD basis set.

Values from the calculation:
Kohn-Sham gap (spin up / spin down) ... 0.266 / 0.337 Ha
LUMO (spin up / spin down) ... -10.09 / -10.03 eV
Total charge ... +2
DFT total energy ... -21317.11088 eV
Multiplicity ... 4
ΔE to the lowest compared entry with this formula, charge and spin ... 242.89 kJ/mol
Highest occupied orbital energy (spin up / spin down) ... -17.330 / -19.187 eV

The geometry in XYZ format:
```
10
Properties=species:S:1:pos:R:3:forces:R:3
O 0.429913 1.330106 -0.302866 1.0 -1.5 1.4
C 1.292048 0.381126 0.055940 1.5 2.3 -2.5
Pr 1.570957 -1.998997 -1.309703 0.6 -0.1 0.0
O 2.524088 0.441558 -0.013462 -4.5 -2.0 0.5
C -0.877520 0.725518 -0.042338 0.0 0.5 0.3
H -1.323302 1.303537 0.776817 -0.1 -0.2 -0.2
H -1.476535 0.816003 -0.956074 0.2 0.0 0.3
C -0.487079 -0.692383 0.317627 0.5 1.1 1.4
H -0.326645 -0.939056 1.377026 0.0 0.8 0.0
H -1.325924 -1.367411 0.097032 0.8 -0.9 -1.2
```
Forces are in eV/Å.

***

2.
C15H23CaN3O12P3S as an isolated structure in a non-equilibrium geometry. Source: OMol25; level of theory: ωB97M-V with the def2-TZVPD basis set.

Values from the calculation:
Kohn-Sham gap ... 0.309 Ha
LUMO ... 2.36 eV
Total charge ... -1
DFT total energy ... -102122.04383 eV
ΔE to the lowest compared entry with this formula, charge and spin ... 124.63 kJ/mol
Highest occupied orbital energy ... -6.063 eV

The geometry in XYZ format:
```
58
Properties=species:S:1:pos:R:3:forces:R:3
Ca 0.454015 0.392651 0.552139 0.4 -0.3 2.0
O -3.319230 -0.972241 -0.433543 0.1 0.0 0.1
C -2.271247 -0.658341 0.109203 -0.8 -0.3 0.1
O -1.158624 -0.376449 -0.447041 -1.7 -0.7 -1.1
C -2.260443 -0.552201 1.638104 0.0 0.1 0.1
C -3.380220 -0.996764 2.374903 -0.1 -0.1 0.1
C -3.372308 -0.873270 3.730844 0.1 0.0 -0.2
C -2.252305 -0.288374 4.365747 0.2 0.1 -0.1
C -2.160670 -0.115292 5.764597 0.0 0.0 0.1
C -1.048706 0.452544 6.319384 -0.1 -0.1 0.1
C 0.015842 0.885261 5.504082 0.0 0.0 -0.1
C -0.048726 0.747864 4.145828 0.0 0.1 0.0
C -1.178513 0.145920 3.544265 -0.3 -0.1 0.4
N -1.208008 -0.007287 2.196342 -0.7 -0.2 0.4
H -4.209736 -1.418725 1.826849 0.0 0.0 0.0
H -4.207257 -1.213798 4.332372 0.0 0.0 0.0
H -2.981666 -0.449728 6.388624 0.0 0.0 0.0
H -0.974298 0.573659 7.392949 0.0 0.0 0.0
H 0.886769 1.332700 5.965994 0.0 0.0 -0.1
H 0.751269 1.100439 3.507898 0.0 0.0 0.0
N 0.933358 3.296577 -2.975307 0.1 -0.2 0.1
C 1.143316 3.287669 -1.476883 -0.3 -0.5 0.4
C 1.643134 4.631064 -0.989636 0.0 0.0 0.0
P -0.552762 2.908150 -0.783357 -0.5 1.1 -0.6
O -0.997455 1.804728 -1.897279 0.1 0.1 0.7
O -1.345269 4.144150 -0.976769 0.1 0.0 -0.1
O -0.426013 2.279869 0.574607 -0.4 1.6 -0.3
P 2.432393 1.940873 -1.322048 0.8 0.2 -0.8
O 3.414004 2.372564 -0.152344 -0.4 0.0 0.0
O 3.133260 2.052456 -2.648531 -0.1 0.1 0.0
O 1.762178 0.628665 -1.005778 1.5 0.8 -1.4
H 0.663244 4.212320 -3.321462 0.0 0.0 0.0
H 0.167359 2.620627 -3.131271 0.1 0.1 -0.2
H 1.861923 2.896961 -3.328798 -0.2 0.3 -0.1
H 0.904793 5.402952 -1.214550 0.0 0.0 0.0
H 2.613997 4.879040 -1.423823 0.0 0.0 0.0
H 1.753425 4.584356 0.092304 0.1 0.0 0.0
H -1.092256 0.908697 -1.468258 -0.2 -0.1 -0.4
H 3.148126 1.911022 0.693742 0.3 0.2 0.0
C 1.060059 -2.283680 -4.750468 0.0 0.1 0.0
O 1.352460 -2.611479 -3.411320 -0.1 0.2 0.3
P 0.541589 -1.741008 -2.192732 0.2 -1.2 -1.2
O -0.782929 -2.665420 -2.063693 0.0 0.1 0.1
C -0.718898 -4.040002 -1.714055 0.0 0.0 0.0
O 1.415287 -2.462685 -1.022147 -0.1 0.2 0.3
C 2.827972 -2.313687 -0.989150 0.1 -0.1 0.0
H 1.495916 -3.061012 -5.380548 0.0 0.1 0.0
H 1.495435 -1.317087 -5.025171 0.0 0.0 0.0
H -0.019665 -2.243330 -4.929531 0.0 0.0 -0.1
H -1.697206 -4.463358 -1.940349 0.0 0.0 0.0
H -0.514046 -4.152860 -0.648535 0.0 0.0 0.0
H 0.057556 -4.556038 -2.283633 0.0 0.0 0.0
H 3.159069 -2.688334 -0.021202 0.0 0.0 0.0
H 3.121690 -1.269126 -1.096855 0.0 0.0 0.0
H 3.284871 -2.896360 -1.790818 0.0 0.0 0.0
O 1.276036 -1.294294 1.679994 1.0 -1.2 0.8
S 2.579348 -0.601130 1.917558 0.4 -0.3 0.7
N 2.526919 0.861401 1.840851 0.5 0.0 0.3
```
Forces are in eV/Å.

***

3.
A 3-piece molecular cluster, C26H49N5O3 overall in a non-equilibrium geometry. Source: OMol25; level of theory: ωB97M-V with the def2-TZVPD basis set.

Values from the calculation:
Kohn-Sham gap (spin up / spin down) ... 0.361 / 0.321 Ha
LUMO (spin up / spin down) ... 0.42 / -0.70 eV
DFT total energy ... -41338.65879 eV
Multiplicity ... 3
Highest occupied orbital energy (spin up / spin down) ... -9.393 / -9.432 eV

The geometry in XYZ format:
```
83
Properties=species:S:1:pos:R:3:forces:R:3
C 0.925781 -0.200210 -4.326367 1.3 0.9 0.5
C 1.350400 -1.634520 -3.657665 2.0 -0.3 -0.8
C 2.909830 -1.938563 -4.180348 7.7 -2.0 -4.4
N 4.059906 -2.210038 -4.762841 -10.9 2.7 5.8
C 0.460347 -2.922935 -4.139689 0.6 -1.3 0.0
C 1.207804 -3.619470 -5.431279 3.8 -1.8 -8.1
N 1.806709 -3.978056 -6.548287 -5.9 3.3 10.7
C -1.096325 -2.592187 -4.529884 0.1 -0.6 -0.2
C -1.949812 -1.793736 -3.380515 -1.6 0.6 -0.3
O -2.288167 -2.644715 -2.194383 -0.2 1.8 -1.0
C -3.417744 -1.353254 -4.050130 1.0 0.0 -0.5
N -3.255818 -0.318702 -5.167317 1.6 -0.6 0.3
H 0.481901 0.469602 -3.464836 0.5 -1.3 -2.0
H 0.254517 -0.271228 -5.282073 1.1 0.0 2.1
H 1.923961 0.354891 -4.672561 -2.2 -1.3 0.8
H 1.433338 -1.615351 -2.473596 -0.4 0.1 -2.7
H 0.515445 -3.715508 -3.248703 -0.2 1.7 -2.1
H -1.643080 -3.621049 -4.751226 1.2 2.1 0.6
H -1.062519 -2.031888 -5.583340 -0.3 -1.0 2.6
H -1.450039 -0.814770 -2.979008 -0.6 -1.8 -1.0
H -2.921693 -2.065249 -1.663008 1.3 -1.2 -1.1
H -4.123821 -0.851511 -3.251068 1.5 -1.3 -1.4
H -3.874835 -2.341042 -4.508933 0.7 2.1 1.1
H -2.771952 -0.747279 -6.008148 -0.9 0.5 1.4
H -2.567431 0.430737 -4.856501 -1.3 -1.2 -0.2
C -1.825794 4.338317 0.503826 0.0 0.0 0.3
C -2.769236 3.438888 -0.337159 0.4 2.1 -0.1
C -4.212372 3.514137 0.224119 -0.1 -0.4 0.0
C -4.400487 2.730690 1.517099 0.1 0.0 0.0
C -3.954579 1.284949 1.331655 -0.1 0.2 -0.3
C -2.502419 1.155058 0.800424 0.7 -1.1 1.6
N -2.229083 2.036930 -0.388161 -3.7 -2.0 -3.1
O -2.798281 1.411825 -1.513303 2.0 1.5 2.7
C -1.505720 1.481281 1.948101 0.1 0.2 0.0
C -2.228628 -0.359613 0.508441 -0.1 0.5 -0.7
C -2.767424 4.149361 -1.734146 -0.1 -0.8 -0.1
H -2.212591 5.365518 0.554349 0.0 -0.3 -0.2
H -1.708623 4.025493 1.538652 0.0 -0.1 -0.1
H -0.827556 4.389480 0.056706 -0.1 -0.1 0.0
H -4.922671 3.123899 -0.519887 0.3 0.0 0.0
H -4.500044 4.558467 0.393347 0.3 -0.1 -0.2
H -3.848414 3.206921 2.334362 0.0 0.0 0.0
H -5.455720 2.751056 1.805679 0.1 0.0 0.0
H -4.056290 0.756142 2.288379 0.3 0.0 -0.2
H -4.650674 0.793691 0.638360 0.2 0.0 -0.1
H -0.493787 1.644081 1.561119 -0.2 0.0 0.0
H -1.442099 0.654878 2.667021 -0.1 0.0 -0.3
H -1.797690 2.345633 2.543745 0.0 0.1 -0.1
H -2.939755 -0.787731 -0.207187 0.1 0.3 0.1
H -2.323254 -0.960925 1.421036 0.0 0.4 0.0
H -1.213976 -0.509647 0.119799 -0.2 0.1 0.0
H -1.779989 4.091910 -2.208849 -0.2 -0.1 0.1
H -3.019058 5.212685 -1.634671 0.1 -0.3 0.3
H -3.504609 3.723838 -2.425031 0.2 -0.1 0.2
C 5.428403 -0.329000 2.977372 0.1 -0.3 0.0
C 4.009026 0.174057 3.349683 1.9 0.8 0.4
C 3.648123 -0.275642 4.788730 -0.4 -0.1 -0.1
C 3.295299 -1.754221 4.890182 0.0 0.0 -0.1
C 2.183990 -2.103634 3.907179 0.0 0.3 0.1
C 2.511014 -1.701549 2.444569 -0.2 -1.9 -0.9
N 3.015492 -0.288977 2.320924 -4.1 2.3 2.0
O 1.899035 0.563586 2.406632 3.0 -2.1 -0.7
C 3.555231 -2.694700 1.861256 0.2 0.0 0.1
C 1.236694 -1.969637 1.573546 0.0 0.8 0.3
C 4.190275 1.730654 3.372031 -0.8 -0.2 -0.3
H 6.164102 -0.002352 3.725271 -0.3 0.1 -0.1
H 5.526158 -1.411113 2.933487 -0.1 0.0 0.0
H 5.748449 0.073403 2.010596 -0.2 0.0 0.1
H 2.791415 0.307588 5.157855 0.1 0.0 -0.3
H 4.475947 -0.057417 5.473640 0.0 0.1 -0.3
H 4.182659 -2.370415 4.710188 -0.1 0.0 0.0
H 2.964339 -1.981221 5.908094 0.1 0.0 -0.1
H 1.982061 -3.181089 3.967339 0.0 0.2 -0.3
H 1.262138 -1.603817 4.234151 0.1 0.1 -0.2
H 3.995067 -2.309825 0.934604 0.0 0.0 0.2
H 3.093777 -3.659789 1.617327 -0.1 0.3 0.1
H 4.357793 -2.938529 2.556657 0.0 0.2 0.0
H 0.355882 -1.426236 1.934097 0.3 0.1 -0.1
H 0.962026 -3.031507 1.592225 0.4 0.2 0.1
H 1.409034 -1.693173 0.526197 0.0 0.0 0.2
H 4.404301 2.121084 2.369321 -0.1 -0.2 0.2
H 5.027909 2.019591 4.019146 -0.1 -0.4 -0.1
H 3.308486 2.252700 3.761583 0.1 -0.2 -0.2
```
Forces are in eV/Å.

***

The lowest DFT total energy belongs to which entry?
C15H23CaN3O12P3S

***

Which of these has the highest DFT total energy?
C3H4O2Pr